Below is a structure of composition C7H14NO, with properties calculated with ωB97M-V/def2-TZVPD.

Structure (XYZ):
```
23
Properties=species:S:1:pos:R:3:nbo_charge:R:1
C -1.436 1.959 -0.108 -0.63
H 0.029 1.905 -2.068 0.23
H -1.637 -0.252 1.596 0.45
H -2.192 1.685 0.726 0.20
C 0.565 1.092 -1.468 -0.61
C 1.300 -1.285 0.357 0.03
C 0.373 -2.491 -1.767 -0.11
H 0.783 -2.950 1.027 0.51
H -0.474 0.618 2.586 0.47
H -0.734 2.841 0.128 0.23
H -1.804 2.219 -1.150 0.25
H -0.194 -1.072 2.180 0.48
H 2.362 -0.860 0.334 0.24
O 1.209 -2.121 1.520 -0.70
H 0.874 0.200 -2.021 0.24
C 0.155 0.321 0.815 -0.03
H -1.143 -0.007 -0.902 0.22
C 0.884 -1.896 -0.817 -0.16
H 1.433 1.513 -0.855 0.21
N -0.697 -0.176 1.912 -0.74
C -0.535 0.724 -0.490 -0.27
H -0.021 -3.038 -2.593 0.27
H 0.901 1.073 1.058 0.23
```

The calculation puts the energy relative to the best compared isomer or geometry (same formula, charge and spin) at 513.8 kJ/mol. The net charge is +1.

***

Below is an isolated molecule of CH5NOS, with properties calculated with ωB97M-V/def2-TZVPD.

Structure (XYZ):
```
9
Properties=species:S:1:pos:R:3:nbo_charge:R:1
N 0.359 -1.185 -0.300 -1.04
H -0.468 -0.549 1.712 -0.05
H 1.603 1.280 -0.105 0.24
H -0.165 -1.341 -1.144 0.39
S -0.400 0.179 0.326 1.74
O -1.766 0.066 -0.122 -0.95
C 0.517 1.297 -0.367 -0.94
H 0.158 2.268 -0.409 0.23
H 0.162 -2.016 0.411 0.37
```

The calculation puts the energy relative to the best compared isomer or geometry (same formula, charge and spin) at 420.7 kJ/mol.

***

Below is a cluster of 3 separate species, C3H12NO2 in total, with properties calculated with ωB97M-V/def2-TZVPD.

Structure (XYZ):
```
18
Properties=species:S:1:pos:R:3:nbo_charge:R:1
H 0.329 -0.223 0.056 0.24
H 2.511 0.167 -0.385 0.46
H 3.280 1.624 0.123 0.44
O 1.085 -2.336 -0.999 -0.96
C -1.098 1.184 1.029 -0.65
H -3.818 -2.043 0.434 0.47
H -0.856 1.258 2.138 0.25
N 2.596 1.177 -0.366 -0.67
H 0.277 -2.787 -0.771 0.48
H 2.498 1.373 -1.306 0.44
C 1.348 1.650 0.415 -0.14
H 1.457 -2.844 -1.654 0.48
H -1.477 2.132 0.750 0.25
H 1.336 2.686 0.780 0.24
O -3.852 -1.738 -0.490 -0.95
C 0.220 0.903 0.353 -0.09
H -4.142 -2.565 -1.030 0.48
H -1.695 0.381 0.921 0.24
```

The calculation puts the energy relative to the best compared isomer or geometry (same formula, charge and spin) at 243.4 kJ/mol. The net charge is +1.

***

Below is a structure of composition C29H39GeHfN4, with properties calculated with ωB97M-V/def2-TZVPD.

Structure (XYZ):
```
74
Properties=species:S:1:pos:R:3:mulliken_charge:R:1
H -2.506 0.642 3.597 0.31
H 3.216 2.213 2.899 0.45
H -4.296 -0.822 -4.315 0.41
C 0.611 -2.218 -2.985 -0.24
C -2.388 -0.696 -3.335 -0.24
C 0.258 -0.818 -0.027 0.42
H 2.099 3.070 1.859 0.33
H 0.699 2.212 -1.091 0.23
H 4.263 3.466 -3.098 0.38
N -0.890 2.330 2.013 -0.33
H 0.851 -3.207 -6.235 0.41
C 2.076 -1.102 3.130 -0.87
H -1.651 -3.182 3.421 0.42
H -0.658 2.979 1.265 0.36
H 2.255 1.186 0.636 0.09
C -4.217 0.834 -2.960 -0.49
N 0.645 -1.450 2.782 -0.22
C -0.244 2.837 3.282 -0.91
H 2.651 -2.013 3.293 0.49
H 1.549 2.843 4.444 0.53
C -2.399 2.185 2.061 -0.92
H -3.414 -1.955 2.091 0.53
H 2.842 -0.883 1.120 0.34
Hf -0.054 0.233 1.555 0.48
H 0.029 -2.118 4.731 0.54
C -2.139 1.086 -1.784 0.32
C 3.580 1.476 -3.528 -0.70
H -2.833 2.955 2.700 0.47
Ge 0.240 -0.671 -1.887 1.45
C -2.356 -1.692 2.080 -0.80
H 2.697 -0.453 -3.782 0.36
H -1.865 -2.241 1.279 0.33
N -2.194 -0.249 1.708 -0.43
C 2.784 -0.272 2.017 -0.78
H -2.414 -1.861 4.261 0.38
C 1.154 2.237 3.628 -0.41
H -2.779 2.329 1.049 0.27
C -0.348 -1.528 3.894 -0.62
C 0.865 -3.274 -5.155 -0.77
H -3.821 2.414 -1.562 0.41
C -2.836 0.788 2.565 -0.51
H -5.224 1.166 -3.176 0.38
C 1.153 -4.486 -4.539 -0.53
H -2.479 -0.125 0.723 0.18
H -3.925 0.715 2.565 0.53
H 0.607 -2.270 2.188 0.48
C 3.517 2.708 -2.897 -0.49
H -0.161 3.922 3.220 0.46
C -1.725 -2.093 3.447 -0.84
C -3.691 -0.277 -3.601 -0.75
H 0.376 -1.213 -4.880 0.53
H -1.528 1.648 -1.074 0.25
H 4.385 1.269 -4.223 0.41
C 2.614 0.503 -3.278 -0.28
H -2.012 -1.573 -3.851 0.36
C 1.172 -4.570 -3.154 -0.49
H 1.397 -5.514 -2.673 0.40
H 1.362 -5.363 -5.138 0.39
C -3.429 1.527 -2.046 -0.90
C 1.564 0.727 -2.385 -0.13
C 1.526 1.984 -1.768 0.00
H 2.072 -0.559 4.075 0.40
H 0.917 -3.510 -1.304 0.26
C 0.902 -3.443 -2.387 -0.55
H -0.925 2.612 4.103 0.42
H 2.400 3.938 -1.535 0.42
N 2.037 0.979 1.619 -0.31
C 2.206 2.183 2.487 -0.70
C -1.577 -0.030 -2.415 -0.22
H -0.483 -0.508 4.281 0.19
H 1.027 1.235 4.048 -0.05
C 2.475 2.967 -2.013 -0.68
C 0.598 -2.151 -4.382 -0.14
H 3.790 -0.004 2.347 0.54
```

The calculation puts the energy relative to the best compared isomer or geometry (same formula, charge and spin) at 69.1 kJ/mol. The net charge is +1.

***

Below is an isolated molecule of C3H2N2O, with properties calculated with ωB97M-V/def2-TZVPD.

Structure (XYZ):
```
8
Properties=species:S:1:pos:R:3:nbo_charge:R:1
C -0.197 1.348 0.084 0.22
C 0.792 -1.034 0.596 0.23
O -1.020 -0.785 -1.034 -0.69
N -0.443 2.488 -0.180 -0.25
H -0.752 -0.604 -1.935 0.51
C -0.481 -0.191 0.109 -0.02
N 1.807 -1.568 0.828 -0.28
H -1.320 -0.300 0.939 0.27
```

The calculation puts the energy relative to the best compared isomer or geometry (same formula, charge and spin) at 119.1 kJ/mol.